Entry 1:
The following is a DFT calculation (ωB97M-V/def2-TZVPD) of 5 unconnected molecules or ions with the total composition C43H54BFIO19.

XYZ file:
```
119
Properties=species:S:1:pos:R:3:forces:R:3
C -4.547 2.503 2.677 0.84 -0.65 -0.09
O -4.530 2.928 4.045 -0.54 -0.13 -0.02
C -5.141 1.979 4.912 0.47 0.17 0.35
C -4.771 0.481 4.637 -0.92 -0.79 0.47
C -5.970 -0.351 4.008 -0.22 0.32 0.83
C -6.228 -1.706 4.781 0.64 0.44 -0.74
C -5.260 -2.845 4.298 -0.82 -0.32 0.76
C -5.738 -3.562 2.989 -0.05 0.41 -0.24
C -5.055 -3.041 1.675 -0.11 -1.19 -0.04
C -3.492 -2.892 1.762 -0.10 1.18 -0.14
C -3.076 -1.361 1.557 0.23 -0.88 -0.01
C -2.382 -1.071 0.181 -0.44 -0.56 0.19
B -2.447 0.500 -0.306 2.45 0.13 -0.17
C -0.890 1.075 -0.208 -0.42 1.01 0.62
C -0.715 2.553 -0.735 1.17 -0.14 1.50
C -1.121 3.603 0.359 -0.10 0.21 -1.41
F -0.418 3.393 1.563 -0.28 -0.05 -0.35
O -3.412 1.349 0.452 -1.25 -0.35 -0.87
C -4.547 1.268 -0.423 0.95 -0.67 -1.18
C -3.814 1.661 -1.784 -0.69 0.06 1.08
C -4.654 1.820 -3.086 -0.05 0.32 -0.03
C -5.756 2.929 -2.839 1.33 0.76 -0.02
C -5.246 4.323 -3.380 -0.60 -0.42 0.60
I -7.691 2.419 -3.689 0.40 0.09 0.14
O -2.780 0.696 -1.766 -1.51 0.71 -0.95
H -3.635 1.882 2.506 -1.01 0.47 -0.11
H -5.452 1.896 2.417 0.57 0.50 0.25
H -4.479 3.364 1.983 -0.11 -0.29 0.66
H -6.246 2.172 4.913 0.60 -0.55 -0.14
H -4.798 2.226 5.948 -0.12 0.02 -0.83
H -4.603 0.008 5.640 0.00 0.44 -0.70
H -3.822 0.341 4.080 -0.63 0.38 0.23
H -5.859 -0.500 2.913 0.03 -0.04 0.67
H -6.887 0.273 4.153 0.62 -0.42 -0.23
H -7.297 -1.977 4.636 0.67 -0.11 0.18
H -6.048 -1.510 5.868 -0.29 -0.16 -0.77
H -5.230 -3.627 5.101 0.11 0.64 -0.50
H -4.246 -2.397 4.237 -0.52 -0.44 -0.17
H -6.846 -3.400 2.925 0.80 -0.15 -0.09
H -5.618 -4.672 3.040 0.19 0.84 0.19
H -5.583 -2.121 1.342 0.68 -0.36 0.18
H -5.255 -3.808 0.882 -0.10 0.63 0.55
H -3.085 -3.211 2.750 -0.47 -0.14 -0.70
H -3.019 -3.508 0.967 -0.23 0.41 0.65
H -2.357 -1.071 2.367 -0.60 -0.08 -0.51
H -4.013 -0.779 1.719 0.81 -0.03 -0.29
H -2.778 -1.767 -0.612 0.15 0.48 0.64
H -1.298 -1.336 0.303 -0.85 0.02 -0.15
H -0.160 0.426 -0.747 -0.57 0.26 0.36
H -0.631 1.059 0.890 0.24 0.05 -0.92
H 0.383 2.729 -0.899 -0.77 -0.02 -0.03
H -1.209 2.761 -1.708 -0.03 -0.18 0.67
H -0.820 4.627 0.023 -0.30 -0.62 0.22
H -2.216 3.585 0.551 0.76 -0.17 0.18
H -4.776 0.180 -0.595 -0.43 0.69 0.34
H -5.461 1.818 -0.113 0.75 -0.05 0.10
H -3.427 2.689 -1.541 -0.01 -0.44 -0.33
H -4.003 2.241 -3.895 -0.32 -0.54 0.60
H -5.072 0.875 -3.489 0.18 0.43 0.56
H -5.931 3.094 -1.752 -0.16 -0.48 -0.86
H -6.071 5.074 -3.335 0.70 -0.48 -0.11
H -4.442 4.643 -2.672 -0.46 -0.18 -0.68
H -4.841 4.252 -4.411 -0.32 0.03 0.62
C 5.658 3.033 0.103 0.39 -0.13 -0.29
C 4.388 2.873 0.484 0.14 0.81 0.71
C 3.516 1.826 -0.121 -0.18 -0.67 -0.49
O 2.377 1.707 0.273 0.05 0.24 0.28
C 4.084 0.985 -1.176 -0.20 0.16 0.21
C 5.352 1.146 -1.561 -0.23 -0.79 -0.66
C 6.233 2.177 -0.935 0.02 0.53 0.49
O 7.391 2.280 -1.302 -0.01 -0.17 -0.20
O 5.899 0.385 -2.532 0.15 0.85 0.86
O 3.832 3.646 1.433 -0.05 -0.69 -0.56
H 6.301 3.787 0.536 -0.02 -0.01 0.01
H 3.436 0.241 -1.619 0.01 0.00 0.01
H 6.828 0.692 -2.625 -0.30 -0.31 -0.14
H 2.912 3.328 1.521 -0.12 0.05 0.04
C 0.887 -4.741 -3.123 -0.15 -0.24 -0.38
C 0.647 -4.289 -1.890 0.97 0.36 0.00
C -0.698 -4.422 -1.257 -0.75 -0.10 0.01
O -0.864 -4.014 -0.127 0.45 -0.07 0.08
C -1.768 -5.041 -2.041 0.10 0.09 0.25
C -1.528 -5.488 -3.274 -0.88 -0.19 0.07
C -0.177 -5.381 -3.896 0.71 0.27 0.06
O -0.001 -5.821 -5.018 -0.32 -0.13 -0.05
O -2.495 -6.061 -4.021 0.71 0.19 0.08
O 1.604 -3.694 -1.157 -0.76 -0.34 -0.09
H 1.857 -4.653 -3.591 -0.01 0.01 0.02
H -2.743 -5.115 -1.579 0.01 0.03 -0.01
H -2.066 -6.295 -4.861 -0.01 -0.03 -0.10
H 1.175 -3.461 -0.313 -0.01 0.12 0.08
C 4.214 -0.884 5.582 0.39 0.02 0.35
C 3.847 -0.657 4.317 -1.05 -0.38 0.20
C 4.798 -0.082 3.320 0.67 0.30 -0.12
O 4.428 0.089 2.177 -0.29 -0.09 -0.03
C 6.148 0.258 3.773 -0.23 -0.01 -0.28
C 6.511 0.034 5.037 0.83 0.38 -0.29
C 5.570 -0.567 6.027 -0.79 -0.29 0.17
O 5.954 -0.769 7.165 0.36 0.14 -0.04
O 7.746 0.339 5.483 -0.70 -0.29 0.12
O 2.607 -0.937 3.883 0.94 0.29 -0.15
H 3.537 -1.302 6.313 -0.01 0.01 -0.03
H 6.821 0.691 3.046 0.00 0.00 0.01
H 7.752 0.080 6.421 0.06 -0.01 0.10
H 2.593 -0.684 2.942 -0.20 0.03 -0.07
C 9.525 1.789 -6.898 -0.02 -0.20 -0.40
C 9.202 1.749 -5.603 0.53 0.95 0.18
C 8.396 0.630 -5.035 -0.41 -0.71 -0.28
O 8.144 0.629 -3.847 0.55 0.31 -0.10
C 7.939 -0.421 -5.943 0.02 0.15 0.44
C 8.259 -0.379 -7.238 -0.52 -0.83 -0.08
C 9.089 0.726 -7.803 0.39 0.70 0.09
O 9.371 0.713 -8.986 -0.18 -0.31 -0.07
O 7.851 -1.331 -8.097 0.42 0.70 0.18
O 9.587 2.715 -4.748 -0.43 -0.82 -0.17
H 10.110 2.594 -7.322 -0.01 -0.01 0.02
H 7.341 -1.216 -5.521 0.00 0.02 -0.01
H 8.214 -1.071 -8.962 0.00 -0.05 -0.12
H 9.229 2.454 -3.879 0.00 0.12 0.14
```
Positions in Å, forces in eV/Å.

Calculated values
DFT total energy ... -3522.896704 Eh
Net charge ... -1
HOMO-LUMO gap ... 3.82 eV
HOMO ... -0.1634 Ha

---

Entry 2:
The following is a DFT calculation (ωB97M-V/def2-TZVPD) of a molecular structure, C43H55MnN7O3S2SeSi2Te.

XYZ file:
```
115
Properties=species:S:1:pos:R:3:forces:R:3
Mn -1.406 -0.613 0.253 0.08 0.04 -0.27
N -1.220 3.636 0.232 0.20 -0.08 -0.18
C 0.135 4.060 0.263 -0.10 -0.06 -0.06
C 0.489 5.257 0.859 0.09 -0.03 0.03
C 1.824 5.639 0.871 -0.01 -0.01 0.00
C 2.797 4.825 0.309 0.01 0.01 0.01
C 2.440 3.617 -0.274 -0.03 -0.04 0.08
C 1.105 3.246 -0.306 0.05 0.13 -0.01
S 0.561 1.786 -1.131 -0.17 -0.05 0.17
N -0.773 1.359 -0.127 -0.27 0.36 -0.27
C -1.563 2.326 0.228 -0.43 -0.18 0.33
C -2.979 1.963 0.604 0.49 -0.02 -0.17
C -3.919 2.875 1.048 -0.19 -0.13 0.00
C -5.232 2.437 1.207 0.14 0.01 -0.01
C -5.543 1.119 0.927 0.00 -0.07 -0.02
C -4.525 0.263 0.524 -0.03 0.13 0.16
N -3.275 0.677 0.366 0.06 0.21 0.09
H -1.893 4.297 0.581 -0.05 -0.01 -0.06
H -0.265 5.890 1.312 -0.02 0.00 0.01
H 2.103 6.576 1.331 0.01 0.02 0.00
H 3.834 5.130 0.324 0.01 0.00 0.00
H 3.192 2.974 -0.714 0.01 -0.01 0.00
H -3.678 3.901 1.283 0.03 0.02 -0.01
H -5.992 3.125 1.551 -0.03 0.00 0.00
H -6.550 0.744 1.034 -0.02 0.02 0.01
H -4.708 -0.789 0.334 -0.01 -0.01 0.03
O 3.409 1.676 6.573 0.00 -0.06 -0.05
C 3.440 1.639 5.229 0.07 0.01 0.02
O 4.398 2.045 4.629 -0.03 0.01 0.01
C 2.251 1.073 4.526 -0.02 0.04 -0.03
C 2.009 1.518 3.230 0.00 -0.06 0.05
C 0.976 0.990 2.487 0.01 -0.02 0.06
C 0.146 -0.016 3.005 0.19 -0.04 -0.02
C 0.415 -0.480 4.302 0.00 0.06 -0.03
C 1.442 0.070 5.051 0.01 0.01 -0.01
N -0.851 -0.581 2.220 -0.66 0.06 -0.05
C -1.930 -1.106 2.850 0.09 -0.24 0.05
C -2.774 -1.988 2.160 -0.23 -0.01 0.28
C -3.883 -2.626 2.780 0.10 -0.02 -0.15
C -4.607 -3.536 2.068 -0.02 -0.04 -0.03
C -4.256 -3.814 0.728 0.01 -0.01 0.00
C -3.214 -3.121 0.166 0.08 0.01 -0.09
N -2.491 -2.211 0.842 0.03 0.16 0.07
H 2.548 1.392 6.904 -0.01 0.04 0.03
H 2.654 2.283 2.814 0.00 0.03 0.01
H 0.793 1.372 1.497 -0.02 -0.02 -0.01
H -0.151 -1.308 4.706 -0.01 0.01 0.00
H 1.644 -0.345 6.031 -0.01 0.01 0.01
H -2.172 -0.880 3.883 0.20 0.05 0.03
H -4.119 -2.392 3.809 0.01 -0.02 0.02
H -5.439 -4.054 2.526 -0.02 0.01 0.01
H -4.797 -4.543 0.144 -0.01 -0.02 0.00
H -2.922 -3.269 -0.867 -0.03 0.00 0.00
C 4.181 -1.473 2.938 -0.09 0.00 -0.01
Si 4.833 -1.237 1.209 0.06 -0.09 0.09
C 6.466 -0.350 1.189 -0.02 0.01 -0.03
C 4.935 -2.892 0.336 -0.04 0.01 0.00
C 3.581 -0.132 0.281 -0.04 0.09 0.08
Te 1.757 -1.085 -0.149 0.35 -0.10 -0.13
C 2.340 -1.719 -2.064 -0.02 -0.14 -0.03
Si 2.946 -0.650 -3.530 0.05 0.02 -0.10
C 3.286 -1.956 -4.822 -0.01 0.02 0.04
C 1.657 0.543 -4.174 0.00 -0.03 0.04
C 4.530 0.264 -3.131 -0.02 -0.03 0.03
H 4.778 -2.210 3.478 0.02 -0.02 0.00
H 3.143 -1.819 2.945 0.00 -0.01 0.00
H 4.220 -0.538 3.498 0.04 0.03 -0.01
H 7.205 -0.903 1.771 0.02 -0.02 0.01
H 6.383 0.645 1.630 -0.02 0.01 0.02
H 6.856 -0.244 0.175 0.01 0.01 -0.02
H 5.531 -3.580 0.938 0.04 -0.01 -0.01
H 5.404 -2.827 -0.647 0.01 0.02 -0.03
H 3.950 -3.354 0.213 -0.01 -0.01 0.03
H 3.977 0.209 -0.674 0.04 0.03 0.02
H 3.346 0.725 0.915 0.01 0.03 0.00
H 1.493 -2.318 -2.405 0.00 0.02 0.00
H 3.159 -2.418 -1.858 0.01 0.00 -0.01
H 2.362 -2.416 -5.176 -0.02 -0.01 0.01
H 3.934 -2.749 -4.442 0.01 0.00 0.01
H 3.785 -1.514 -5.686 0.00 0.02 -0.02
H 0.644 0.158 -4.045 0.00 -0.01 -0.01
H 1.829 0.682 -5.243 0.00 0.01 -0.02
H 1.716 1.528 -3.709 0.02 0.01 0.02
H 5.254 -0.365 -2.609 0.01 -0.01 0.00
H 4.373 1.170 -2.542 -0.02 0.02 0.01
H 4.996 0.576 -4.068 -0.01 0.01 -0.03
C 0.129 -5.308 1.056 0.02 0.02 0.01
S -0.154 -4.803 -0.637 -0.13 -0.10 0.03
C 1.276 -5.585 -1.376 0.03 0.01 0.03
O 0.119 -3.322 -0.663 0.05 0.18 -0.07
H 0.079 -6.394 1.126 -0.01 -0.02 -0.01
H -0.660 -4.863 1.659 -0.01 0.02 -0.01
H 1.104 -4.941 1.376 0.00 -0.01 0.00
H 1.175 -6.666 -1.289 -0.01 -0.02 0.01
H 2.179 -5.239 -0.873 0.00 0.00 0.00
H 1.295 -5.309 -2.429 -0.02 0.02 -0.01
C -4.845 -0.957 -2.824 0.01 -0.03 0.02
N -4.060 0.264 -2.793 0.09 -0.02 -0.03
C -2.727 0.353 -2.656 0.10 0.08 0.04
Se -1.536 -1.046 -2.299 0.05 -0.18 0.01
N -2.390 1.651 -2.754 0.02 -0.13 -0.04
C -3.526 2.431 -2.920 -0.04 0.07 -0.03
C -3.711 3.801 -3.044 -0.04 -0.03 0.01
C -5.018 4.236 -3.179 0.02 0.01 0.00
C -6.095 3.340 -3.192 -0.02 0.01 0.01
C -5.907 1.975 -3.078 0.05 0.02 -0.01
C -4.594 1.541 -2.942 -0.04 0.06 0.04
H -4.165 -1.804 -2.826 -0.03 0.00 0.01
H -5.449 -0.968 -3.730 0.00 -0.02 0.01
H -5.495 -1.007 -1.952 -0.02 -0.01 -0.01
H -1.426 1.961 -2.742 -0.05 0.01 0.04
H -2.880 4.492 -3.050 0.02 0.01 0.00
H -5.214 5.293 -3.288 0.00 0.01 0.00
H -7.098 3.727 -3.302 -0.01 0.00 -0.01
H -6.739 1.286 -3.101 -0.01 -0.01 0.00
```
Positions in Å, forces in eV/Å.

Calculated values
ΔE to the lowest compared entry with this formula, charge and spin ... 53.0 kcal per mole
DFT total energy ... -7476.026318 Eh
Net charge ... +2
<S²> ... 8.80
HOMO-LUMO gap (alpha / beta) ... 5.03 / 5.24 eV
Spin multiplicity ... 6
HOMO (alpha / beta) ... -0.3831 / -0.4409 Ha

---

Number 1: largest force on an atom 2.5 eV Å⁻¹. Number 2: largest force on an atom 0.7 eV Å⁻¹.